Arrangement 1

55
Properties=species:S:1:pos:R:3:nbo_charge:R:1 method="wB97M-V/def2-TZVPD" orbital_gap_ev=8.93 total_charge=0 smiles="NC(N)=O.NC(N)=O.CCO.CCO.CCO.CO.CO"
N 0.00 -3.34 2.85 -0.83
C -0.72 -2.27 2.69 0.76
N -1.62 -2.19 3.61 -0.82
O -0.53 -1.41 1.66 -0.77
H 0.47 -3.60 1.98 0.43
H -0.20 -4.11 3.51 0.39
H -2.45 -1.60 3.42 0.42
H -1.61 -2.67 4.58 0.41
N 0.06 4.09 -0.77 -0.83
C -0.70 3.84 -1.83 0.75
N -0.65 2.60 -2.12 -0.87
O -1.44 4.83 -2.39 -0.74
H -0.03 5.05 -0.44 0.42
H 0.63 3.34 -0.32 0.40
H -1.03 2.42 -3.04 0.41
H -0.16 1.89 -1.56 0.44
C 2.18 0.43 1.14 -0.64
C 1.54 0.06 -0.19 -0.06
O 0.40 0.80 -0.33 -0.75
H 1.52 0.32 2.04 0.23
H 2.67 1.39 1.11 0.21
H 2.92 -0.36 1.36 0.20
H 1.22 -0.93 -0.23 0.17
H 2.18 0.17 -1.05 0.17
H -0.30 0.22 -0.08 0.51
C 0.97 -0.38 -4.08 -0.63
C 0.05 -1.56 -3.82 -0.05
O -1.27 -1.17 -3.98 -0.72
H 0.90 0.00 -5.09 0.22
H 2.05 -0.64 -3.87 0.21
H 0.62 0.40 -3.44 0.21
H 0.18 -1.87 -2.79 0.15
H 0.28 -2.45 -4.45 0.15
H -1.84 -1.89 -3.82 0.47
C 0.19 3.27 2.65 -0.63
C -0.62 2.03 3.02 -0.07
O -1.65 2.39 3.91 -0.72
H 0.68 3.62 3.57 0.21
H -0.47 4.11 2.33 0.22
H 0.85 3.01 1.84 0.20
H -0.06 1.27 3.54 0.15
H -0.95 1.51 2.08 0.18
H -2.38 1.85 3.64 0.47
C -2.49 -0.14 -1.53 -0.23
O -2.70 1.10 -0.91 -0.75
H -1.44 -0.15 -1.77 0.15
H -3.05 -0.15 -2.46 0.16
H -2.83 -0.90 -0.98 0.17
H -2.22 1.79 -1.38 0.48
C 2.24 -3.65 0.27 -0.26
O 1.31 -4.69 0.45 -0.72
H 3.12 -4.01 -0.31 0.17
H 2.66 -3.32 1.27 0.17
H 1.72 -2.90 -0.29 0.19
H 1.81 -5.42 0.79 0.47


Arrangement 2

55
Properties=species:S:1:pos:R:3:nbo_charge:R:1 method="wB97M-V/def2-TZVPD" orbital_gap_ev=8.82 total_charge=0 smiles="NC(N)=O.NC(N)=O.CCO.CCO.CCO.CO.CO"
N -0.71 6.42 -0.23 -0.84
C -0.31 5.11 -0.24 0.78
N -0.39 4.47 -1.45 -0.86
O 0.14 4.54 0.75 -0.66
H -1.01 6.84 -1.09 0.38
H -1.07 6.81 0.62 0.41
H -0.69 4.91 -2.30 0.38
H -0.36 3.47 -1.52 0.42
N 1.45 2.40 2.24 -0.85
C 2.19 1.49 2.93 0.77
N 2.31 0.28 2.30 -0.87
O 2.74 1.74 4.00 -0.68
H 1.20 3.29 2.62 0.42
H 1.06 2.17 1.34 0.41
H 2.72 -0.47 2.81 0.40
H 1.93 0.13 1.39 0.41
C -0.12 -2.57 -3.69 -0.63
C 0.06 -3.47 -4.89 -0.07
O 1.40 -3.39 -5.36 -0.72
H 0.25 -1.57 -3.95 0.21
H 0.44 -2.88 -2.80 0.20
H -1.12 -2.46 -3.27 0.22
H -0.60 -3.08 -5.67 0.15
H -0.24 -4.49 -4.64 0.16
H 1.60 -4.20 -5.82 0.47
C 0.23 -3.71 2.03 -0.63
C 0.23 -4.23 0.62 -0.06
O 1.04 -5.40 0.49 -0.73
H 1.22 -3.41 2.37 0.22
H -0.09 -4.53 2.67 0.22
H -0.51 -2.91 2.09 0.21
H 0.60 -3.45 -0.07 0.15
H -0.76 -4.47 0.23 0.15
H 1.30 -5.48 -0.43 0.47
C -1.34 0.59 3.52 -0.63
C -2.16 -0.02 4.64 -0.07
O -3.06 0.97 5.19 -0.73
H -1.90 0.77 2.61 0.20
H -0.51 -0.09 3.28 0.21
H -0.86 1.50 3.89 0.22
H -1.50 -0.38 5.43 0.16
H -2.75 -0.88 4.31 0.16
H -2.65 1.31 5.99 0.47
C -0.48 -0.53 -0.04 -0.26
O 0.52 0.46 -0.23 -0.77
H -1.46 -0.04 -0.11 0.16
H -0.40 -1.32 -0.79 0.16
H -0.49 -0.90 0.99 0.19
H 0.42 0.75 -1.15 0.50
C 0.76 1.66 -3.78 -0.25
O -0.19 1.58 -2.71 -0.77
H 0.74 2.64 -4.24 0.18
H 1.75 1.40 -3.41 0.20
H 0.49 0.88 -4.50 0.17
H -1.09 1.75 -2.99 0.49


In terms of stability, arrangement 2 leads; the second structure lies 0.0984 hartree higher.


Arrangement 1

12
Properties=species:S:1:pos:R:3:nbo_charge:R:1 method="wB97M-V/def2-TZVPD" orbital_gap_ev=8.80 total_charge=0
H 2.12 1.12 -1.61 0.32
N 1.31 0.87 -2.18 -0.61
C 0.42 0.57 -1.31 0.27
N 0.60 0.59 0.08 -0.64
C -0.32 0.27 1.02 0.30
S -0.32 1.06 2.52 -0.23
N -1.27 -0.58 0.67 -0.75
S -1.00 -2.06 -0.18 0.19
H -0.59 0.35 -1.64 0.18
H 1.33 1.17 0.51 0.43
H -2.00 -0.62 1.37 0.42
H -0.28 -2.74 0.75 0.11


Arrangement 2

12
Properties=species:S:1:pos:R:3:nbo_charge:R:1 method="wB97M-V/def2-TZVPD" orbital_gap_ev=8.64 total_charge=0
N -1.07 0.07 0.64 -0.69
N 0.18 -0.34 0.05 -0.31
C 0.53 -1.71 0.19 -0.17
S -0.26 -2.69 1.04 0.05
C 0.98 0.37 -0.90 0.25
N 0.76 1.48 -1.35 -0.56
S -0.25 2.73 -0.56 0.16
H -0.73 0.36 1.76 0.36
H -1.59 -1.08 0.81 0.38
H 1.40 -1.88 -0.44 0.20
H 1.82 -0.27 -1.09 0.17
H -0.76 1.74 0.12 0.13


Arrangement 3

12
Properties=species:S:1:pos:R:3:nbo_charge:R:1 method="wB97M-V/def2-TZVPD" orbital_gap_ev=8.23 total_charge=0
C 1.20 0.34 -0.24 0.23
C -1.55 0.19 0.52 -0.47
H 3.58 0.46 -0.42 0.38
H 3.54 0.00 1.45 0.36
H 1.54 -1.60 0.03 0.39
H 0.77 2.35 -0.51 0.38
H -0.86 0.70 1.39 0.25
N 3.48 -0.51 0.47 -0.61
N 2.07 -0.54 0.10 -0.45
N 1.46 1.62 -0.22 -0.80
S -0.27 -0.57 -0.54 0.27
S -3.20 0.00 0.16 0.07


Arrangement 4

12
Properties=species:S:1:pos:R:3:nbo_charge:R:1 method="wB97M-V/def2-TZVPD" orbital_gap_ev=6.47 total_charge=0
C -0.86 0.71 -0.72 0.30
C 1.24 0.76 0.94 0.21
H -2.95 -1.71 0.97 0.13
H -0.99 1.30 -1.63 0.19
H 0.77 2.17 -0.64 0.41
H 1.45 1.30 2.00 0.22
H 0.04 -2.21 -1.23 -0.04
N -1.55 -0.40 -0.65 -0.70
N 0.21 1.26 0.05 -0.69
N 1.92 -0.38 0.71 -0.64
S -1.42 -1.36 0.60 0.21
S 2.14 -1.42 -0.40 0.39


In terms of stability, arrangement 1 leads; the second structure lies 0.1325 hartree higher.


Arrangement 1

12
Properties=species:S:1:pos:R:3:nbo_charge:R:1 method="wB97M-V/def2-TZVPD" orbital_gap_ev=8.80 total_charge=0
H 3.03 -1.61 -0.86 0.33
N 3.00 -1.11 0.03 -0.64
C 1.85 -0.65 0.31 0.29
N 0.61 -0.96 -0.27 -0.63
C -0.60 -0.45 0.06 0.28
S -2.06 -1.29 -0.06 -0.16
N -0.62 0.86 0.57 -0.79
S 0.08 2.24 -0.17 0.20
H 1.73 0.07 1.09 0.18
H 0.59 -1.81 -0.84 0.42
H -1.45 1.09 1.10 0.42
H -0.56 2.20 -1.36 0.10


Arrangement 2

12
Properties=species:S:1:pos:R:3:nbo_charge:R:1 method="wB97M-V/def2-TZVPD" orbital_gap_ev=7.86 total_charge=0
N -0.13 1.75 0.22 -0.69
N 0.63 0.89 -0.66 -0.46
C 0.84 -0.34 -0.11 0.02
S 2.26 -1.25 -0.45 -0.11
C -0.09 -1.06 0.89 -0.02
N -1.38 -1.26 0.78 -0.48
S -2.05 -0.94 -0.83 0.16
H -1.05 1.91 -0.45 0.41
H -0.04 1.18 1.29 0.40
H 1.49 1.29 -1.16 0.42
H 0.31 -1.25 1.91 0.23
H -0.79 -0.92 -1.42 0.12


Arrangement 3

12
Properties=species:S:1:pos:R:3:nbo_charge:R:1 method="wB97M-V/def2-TZVPD" orbital_gap_ev=8.12 total_charge=0
H 0.39 2.69 -0.62 0.36
N 0.35 1.83 0.02 -0.74
C 0.81 0.70 -0.43 0.57
N 1.39 0.27 -1.65 -0.84
N 0.52 -0.36 0.50 -0.82
S -0.54 -0.11 1.86 0.67
C -1.77 -1.13 1.49 -0.57
S -2.96 -1.95 2.45 -0.06
H 1.58 0.92 -2.30 0.38
H 0.97 -0.57 -2.18 0.40
H 1.15 -1.17 0.62 0.41
H -1.88 -1.11 0.24 0.23


Arrangement 4

12
Properties=species:S:1:pos:R:3:nbo_charge:R:1 method="wB97M-V/def2-TZVPD" orbital_gap_ev=8.56 total_charge=0 smiles="[H]/N=N/NCC(=S)S"
H -1.89 0.05 1.85 0.34
N -1.16 -0.12 1.21 -0.53
N -1.16 0.81 0.36 0.05
N -0.26 0.83 -0.54 -0.38
C 0.87 -0.28 -0.79 -0.33
C 2.12 0.29 -0.19 -0.30
S 3.29 0.93 -1.07 0.07
S 2.15 0.31 1.62 0.03
H -0.24 1.62 -1.26 0.41
H 0.87 -0.46 -1.88 0.23
H 0.52 -1.13 -0.36 0.23
H 0.79 -0.06 1.59 0.17


In terms of stability, arrangement 1 leads; the second structure lies 0.0554 hartree higher.


Arrangement 1

9
Properties=species:S:1:pos:R:3:nbo_charge:R:1 method="wB97M-V/def2-TZVPD" orbital_gap_ev=10.76 total_charge=0 smiles="C=C.S"
C -1.31 -0.78 1.26 -0.39
C -0.60 -1.84 0.90 -0.39
H -0.88 0.21 1.22 0.20
H -2.32 -0.93 1.59 0.19
H 0.47 -1.69 0.76 0.19
H -0.99 -2.85 0.89 0.19
S 1.64 2.10 -2.35 -0.27
H 1.12 3.32 -2.04 0.15
H 2.86 2.46 -2.21 0.13


Arrangement 2

9
Properties=species:S:1:pos:R:3:nbo_charge:R:1 method="wB97M-V/def2-TZVPD" orbital_gap_ev=7.90 total_charge=0
C -0.26 0.74 1.21 -0.59
S 0.03 -0.69 0.40 0.17
C 0.18 0.40 -1.66 -0.89
H -1.18 0.83 1.65 0.20
H 0.58 1.43 1.20 0.19
H 0.17 -0.50 -2.24 0.23
H -0.94 0.66 -1.58 0.22
H 0.65 1.32 -2.07 0.23
H 0.72 0.43 -0.67 0.23


In terms of stability, arrangement 1 leads; the second structure lies 0.0959 hartree higher.